Entry 1:
Here is a structure of composition C17H24N2O8S4W from the Open Molecules 2025 dataset. Energies are from wB97M-V/def2-TZVPD.

Structure (XYZ):
```
56
Properties=species:S:1:pos:R:3:forces:R:3:lowdin_spin:R:1
W 0.21419 -0.06127 0.63758 0.5362 -0.6102 -0.7032 1.6060
C 0.06069 -0.31998 4.10838 -0.0081 0.0193 0.0517 0.0136
C 0.94040 -1.45764 3.62812 0.0066 -0.0069 0.0217 0.0159
S 1.97162 -1.07831 2.18366 0.0912 0.0378 0.0484 0.0084
C 3.03952 0.28761 2.72547 0.0732 -0.0086 0.0204 -0.0014
C 3.08276 1.38731 1.67904 0.0239 0.0574 0.0289 0.0019
S 1.45706 2.03449 1.20050 -0.0623 0.0218 -0.0360 0.0065
C 0.76267 2.65919 2.77369 -0.0131 0.0400 0.0227 0.0126
C -0.65995 2.19691 3.06014 0.0360 -0.0006 0.0077 0.0147
S -0.97701 0.42947 2.79794 -0.1053 -0.1536 0.0866 0.0494
H 0.64700 0.48350 4.55138 0.0059 -0.0100 0.0161 0.0008
H -0.62113 -0.68779 4.87471 0.0198 0.0004 0.0152 0.0000
H 0.34863 -2.31279 3.29800 -0.0076 0.0063 0.0097 0.0005
H 1.59471 -1.80101 4.43033 -0.0207 -0.0025 0.0111 0.0003
H 4.04288 -0.11435 2.86700 -0.0154 -0.0072 0.0117 -0.0004
H 2.68874 0.64256 3.69267 -0.0013 0.0203 -0.0118 -0.0001
H 3.51154 1.03306 0.73952 -0.0008 -0.0009 0.0073 0.0001
H 3.68877 2.22719 2.02113 0.0075 -0.0142 0.0033 0.0000
H 0.77191 3.74587 2.69103 -0.0058 -0.0010 0.0236 -0.0004
H 1.45413 2.38001 3.56681 -0.0116 0.0024 0.0126 0.0008
H -1.38281 2.70591 2.42734 0.0074 -0.0099 -0.0235 -0.0001
H -0.91766 2.40721 4.09887 -0.0015 0.0474 -0.0101 -0.0002
O 1.08311 -0.96302 -3.19037 0.0434 -0.0572 -0.0975 0.0122
C 0.85961 -0.17279 -2.32078 0.0434 0.0646 0.2012 0.0126
O 1.26558 -0.37011 -1.04944 -0.3103 0.0169 0.1371 0.1116
C 0.13502 1.11664 -2.55857 0.1518 -0.0909 -0.1704 0.0004
C 0.27248 1.75275 -3.78738 -0.0474 0.0004 0.0631 0.0024
C -0.34303 2.97231 -3.97439 -0.0286 -0.0002 0.0193 -0.0033
C -1.06936 3.59777 -2.97898 0.0464 -0.0143 -0.0271 0.0006
C -1.19300 2.94613 -1.76956 -0.2028 0.2765 -0.0547 -0.0030
C -0.64724 1.68843 -1.56692 -0.0168 -0.2911 0.3440 0.0126
O -0.94005 0.98297 -0.42693 -0.1727 0.4008 -0.0202 0.0543
N -1.86351 3.65700 -0.67122 0.1721 -0.0241 -0.1991 0.0000
O -2.75900 4.40457 -0.94162 -0.1264 -0.0020 0.0290 -0.0003
O -1.39890 3.47153 0.44670 0.0108 0.0013 0.1647 0.0002
N -0.19811 3.65653 -5.28041 0.0912 0.0470 0.0506 -0.0002
O -0.71780 4.74137 -5.38320 -0.0868 0.0762 -0.0064 -0.0005
O 0.43941 3.07691 -6.12601 0.0269 -0.0807 -0.0757 -0.0003
H 0.85555 1.30226 -4.57931 -0.0028 0.0018 -0.0009 0.0001
H -1.51498 4.57035 -3.13867 0.0020 -0.0064 -0.0185 0.0000
C 0.00488 -5.64232 -1.11111 -0.0195 -0.0036 0.0240 0.0008
C -0.40136 -4.57187 -0.10229 -0.0751 0.0197 -0.0065 0.0004
S -0.03609 -2.95248 -0.78425 0.1919 0.0264 0.2821 0.0262
O -0.24970 -2.01906 0.51246 -0.2692 0.2078 -0.2913 0.0404
C -1.50673 -2.66364 -1.79425 0.0479 0.0055 0.0575 0.0016
C -2.74899 -2.27916 -1.01372 -0.0642 0.0852 0.0068 0.0009
H -0.19519 -6.61895 -0.67410 0.0053 -0.0058 -0.0049 0.0000
H 1.06495 -5.58590 -1.35228 0.0140 0.0009 0.0128 0.0002
H -0.56515 -5.57767 -2.03723 -0.0138 -0.0085 0.0056 0.0000
H 0.19055 -4.62858 0.81155 0.0352 -0.0017 -0.0225 0.0000
H -1.45916 -4.60432 0.15602 0.0001 -0.0211 0.0394 0.0001
H -1.62951 -3.61787 -2.31247 0.0180 0.0315 -0.0731 0.0003
H -1.21239 -1.92511 -2.54044 -0.0105 -0.0061 0.0424 0.0000
H -3.04626 -3.04144 -0.29539 0.0067 0.0036 0.0033 0.0000
H -3.56212 -2.16147 -1.72940 -0.0257 -0.0075 0.0287 0.0001
H -2.63217 -1.32893 -0.48938 0.0111 -0.0725 -0.0571 0.0004
```
Positions in Å, forces in eV/Å.

Output
- <S²> = 2.01
- gap between HOMO and LUMO (spin up / spin down) (eV) = 7.29 / 8.20
- total charge = +2
- energy above the lowest of the compared OMol25 structures with the same formula, charge and spin (kJ/mol) = 0.0
- multiplicity = 3
- total energy (a.u.) = -3032.7870

***

Entry 2:
Here is a structure of composition C6H14NO from the Open Molecules 2025 dataset. Energies are from wB97M-V/def2-TZVPD.

Structure (XYZ):
```
22
Properties=species:S:1:pos:R:3:forces:R:3:nbo_charge:R:1
C -4.29946 -0.49186 0.17623 0.3263 -0.0792 0.1000 -0.6046
C -2.96742 0.07467 -0.32011 -0.3047 -0.2985 -0.0925 -0.2114
N -1.99119 -0.00621 0.69822 -0.2638 0.1131 0.0503 -0.8051
C -0.80529 0.63799 0.29627 0.0081 -0.0047 0.1808 -0.2106
C 0.09184 -0.15292 -0.69727 -0.3871 0.3334 -0.0015 -0.6542
C 3.43168 0.49466 -1.00408 -0.4862 0.9631 3.3872 -0.6492
C 3.61242 0.16980 0.41586 3.8048 -0.0556 0.7027 0.3193
O 3.45892 -0.90118 0.93959 -0.3297 -0.9924 0.3562 -0.5763
H -5.11133 -0.44981 -0.55213 -0.0311 0.0637 -0.1383 0.1643
H -4.58392 0.02909 1.08408 -0.1685 0.2394 0.1734 0.1894
H -4.13383 -1.52490 0.47152 -0.0406 -0.2615 -0.0258 0.1899
H -2.72774 -0.48879 -1.26140 0.0244 0.0323 -0.0769 0.0887
H -3.15505 1.12007 -0.68687 0.0861 0.1078 0.0382 0.0917
H -0.20117 0.83857 1.19443 0.1857 0.0531 0.0029 0.1451
H -0.99179 1.65521 -0.16248 0.0130 -0.1362 -0.0685 0.0793
H 0.70104 0.55199 -1.26324 0.1033 -0.0575 -0.3192 0.1596
H 0.73922 -0.84263 -0.16266 0.0895 -0.2383 0.0876 0.1854
H -0.52512 -0.73288 -1.39211 0.0730 0.1277 0.0427 0.2024
H 3.72687 -0.32091 -1.62627 -1.0323 -0.3308 -0.7032 0.2478
H 3.75698 1.51684 -1.15446 -0.0128 -0.1701 -0.5441 0.2148
H 2.46602 0.57785 -0.27291 -0.9525 0.2539 -3.4034 0.3272
H 4.06244 1.00005 1.00100 -0.7050 0.3373 0.2515 0.1063
```
Positions in Å, forces in eV/Å.

Output
- gap between HOMO and LUMO (eV) = 4.48
- total charge = -1
- energy above the lowest of the compared OMol25 structures with the same formula, charge and spin (kJ/mol) = 358.9
- multiplicity = 1
- total energy (a.u.) = -366.8650

***

Entry 3:
Here is a cluster of 4 separate species, C4H17NO3 in total from the Open Molecules 2025 dataset. Energies are from wB97M-V/def2-TZVPD.

Structure (XYZ):
```
25
Properties=species:S:1:pos:R:3:forces:R:3:nbo_charge:R:1
C 2.37330 -0.30512 -1.37855 1.3426 0.6739 2.3307 -0.6417
C 1.09532 0.55373 -1.03411 0.4846 0.2809 -0.8241 -0.3931
C -0.20159 -0.32340 -1.24534 -0.1211 -0.5710 1.5989 -0.0563
C -1.61234 0.29097 -1.43034 0.0309 0.1215 -3.7764 -0.6120
N -0.21782 -1.20364 -0.01758 0.0028 0.6028 1.3757 -0.8755
H 2.67678 -0.89422 -0.52101 -1.0220 -0.9737 0.3530 0.2108
H 2.34606 -0.92171 -2.21333 -1.0715 -1.3116 -1.4961 0.2112
H 3.44278 -0.00634 -1.47869 -0.8995 1.9878 -0.2905 0.2255
H 1.10781 1.49496 -1.62245 -0.3142 -0.6266 0.0730 0.2155
H 1.11776 0.90777 0.03760 0.0309 -0.5214 -1.0240 0.1845
H -0.15015 -1.05499 -2.05164 0.9483 0.2903 -0.2075 0.1980
H -2.32372 -0.37964 -2.04712 1.5797 0.6930 0.2222 0.2115
H -2.12275 0.16850 -0.55580 -0.9920 0.1518 2.1594 0.1660
H -1.72774 1.32191 -1.89820 0.3865 -1.2552 0.9440 0.2379
H -1.10627 -1.67429 0.07720 -0.2165 -0.3967 -0.4150 0.3519
H -0.17786 -0.71570 0.93337 0.2229 -0.2607 -1.9237 0.3665
O -2.66873 2.02525 0.42880 -4.7122 0.2614 1.1856 -0.9281
H -2.25152 1.18126 0.47030 0.6241 -0.5382 0.3045 0.4573
H -3.69253 1.73373 0.58945 3.7258 1.3284 -0.5306 0.4672
O 0.32323 1.41027 3.05359 0.0941 0.2923 -1.3684 -0.9344
H 0.79501 1.18777 2.21306 -0.5619 0.3098 1.1150 0.4611
H -0.27451 2.14178 2.79435 0.4388 -0.5711 0.2111 0.4756
O 0.76962 -2.34275 2.60885 2.3605 0.6444 -0.8886 -0.9385
H 1.69447 -1.93555 2.60226 -1.8330 -0.6380 0.5522 0.4628
H 0.78540 -2.66056 1.68534 -0.5286 0.0258 0.3195 0.4764
```
Positions in Å, forces in eV/Å.

Output
- gap between HOMO and LUMO (eV) = 10.15
- total charge = 0
- energy above the lowest of the compared OMol25 structures with the same formula, charge and spin (kJ/mol) = 264.4
- multiplicity = 1
- SMILES = CC[C@H](C)N.O.O.O
- total energy (a.u.) = -442.9765